# 1
This record from the OMol25 dataset describes a molecular structure, C21H41BrIN7O3P2Sn at a distorted geometry. The level of theory is ωB97M-V/def2-TZVPD.

Element x y z (Å)
H 9.540 6.625 9.054
H 18.674 15.341 5.801
H 7.546 9.992 10.270
H 8.123 12.825 10.874
H 6.858 10.847 6.730
C 10.114 7.548 9.020
H 19.083 15.029 7.502
C 18.261 15.170 6.774
H 5.653 19.124 4.378
H 13.667 9.084 11.257
C 8.274 17.874 6.233
C 8.431 20.366 5.991
H 9.820 19.218 7.075
H 17.951 13.389 4.773
H 8.959 7.467 6.297
H 9.358 13.448 9.817
N 15.605 12.656 7.594
N 8.158 10.939 8.395
H 8.378 11.711 6.393
H 12.943 9.403 9.712
H 10.254 12.562 13.546
C 16.752 11.802 5.608
H 6.487 11.210 9.591
H 7.901 7.056 7.711
H 11.085 7.330 8.564
O 10.432 10.687 7.324
H 15.529 10.641 6.973
N 9.388 8.491 8.150
C 9.704 11.943 12.841
H 6.583 9.601 8.887
H 17.195 10.931 5.112
C 9.105 13.279 10.862
N 17.451 13.935 6.670
H 10.196 7.894 10.028
P 11.159 11.475 10.601
C 7.079 17.886 5.442
H 12.850 11.970 13.023
H 13.291 10.287 13.168
C 8.950 19.110 6.432
C 7.189 20.339 5.210
H 15.930 12.110 4.960
H 6.748 21.276 4.937
C 17.809 12.888 5.730
C 13.224 11.102 12.469
C 7.184 10.400 9.342
P 9.536 10.089 8.359
H 15.951 16.795 8.701
H 17.424 15.984 9.356
I 8.961 16.138 7.202
O 10.305 10.318 9.758
C 6.579 19.134 4.939
O 11.700 12.331 9.484
Sn 11.920 12.043 7.435
H 18.750 12.435 6.076
H 14.188 11.323 12.023
H 9.111 14.222 11.383
H 7.083 12.403 7.354
H 18.065 17.236 7.321
C 8.417 7.868 7.176
H 9.889 10.894 13.082
H 7.671 8.608 6.834
C 12.730 9.322 10.796
N 12.287 10.624 11.395
H 8.659 12.132 13.030
C 16.422 13.790 7.478
C 16.732 16.036 8.524
C 16.206 11.483 7.022
N 16.105 14.724 8.375
H 12.044 8.561 11.004
C 17.434 16.331 7.204
H 17.093 11.175 7.627
H 8.824 21.326 6.268
H 15.476 14.368 9.065
C 7.617 11.498 7.151
H 16.678 16.648 6.483
N 10.094 12.330 11.462
Br 5.962 16.397 5.045

The calculation puts the energy above the lowest of the compared OMol25 structures with the same formula, charge and spin at 0.00 kcal per mole. For the lowest unoccupied orbital energy (spin up / spin down), the calculation gives -13.1866 / -11.6495 eV. As for the total energy: -141532.975 eV. The molar mass comes out at 827.07 g/mol. Its strongest force on any atom is 0.0621 hartree/bohr. As for the net charge: +4. Its HOMO energy (spin up / spin down) is -18.78 / -18.80 eV.



# 2
This record from the OMol25 dataset describes 2 unconnected molecules or ions with the total composition C5H7NO. The level of theory is ωB97M-V/def2-TZVPD.

Element x y z (Å)
O 1.179 -0.923 1.372
H 2.247 1.675 -0.307
H -1.219 -1.982 1.659
H -0.367 2.328 -1.012
N -0.630 1.438 -0.619
C 2.233 -0.145 0.988
C 1.657 0.892 0.156
C -0.014 -0.468 0.847
H -2.095 -0.714 0.617
H -0.208 -1.208 -2.072
C -1.172 -1.082 1.054
C 0.306 0.735 0.063
H -0.314 -1.884 -2.367
H -1.603 1.337 -0.379

The calculation puts the energy above the lowest of the compared OMol25 structures with the same formula, charge and spin at 95.83 kcal per mole. For the lowest unoccupied orbital energy, the calculation gives -0.3940 eV. As for the total energy: -8832.047 eV. The molar mass comes out at 97.12 g/mol. Its strongest force on any atom is 0.0082 hartree/bohr. As for the net charge: 0. Its HOMO energy is -8.31 eV.



# 3
This record from the OMol25 dataset describes a molecular structure, C6H6O2 at a distorted geometry. The level of theory is ωB97M-V/def2-TZVPD.

Element x y z (Å)
C 1.212 -2.244 0.193
O 4.027 0.961 -0.293
O 2.231 -1.395 0.021
C 1.903 -0.141 -0.065
H -0.415 2.004 -0.022
H -1.529 0.765 -0.901
H -1.037 -2.097 0.459
C -0.050 -1.628 0.383
H -1.472 1.186 0.920
C 0.006 -0.211 0.171
C 2.793 1.006 -0.357
H 2.228 1.969 -0.425
C -0.917 0.988 -0.007
H 1.475 -3.318 0.379

The calculation puts the energy above the lowest of the compared OMol25 structures with the same formula, charge and spin at 85.04 kcal per mole. For the lowest unoccupied orbital energy (spin up / spin down), the calculation gives -0.4575 / -0.4570 eV. As for the total energy: -10409.722 eV. The molar mass comes out at 110.11 g/mol. Its strongest force on any atom is 0.1304 hartree/bohr. As for the net charge: 0. Its HOMO energy (spin up / spin down) is -8.05 / -8.05 eV.



# 4
This record from the OMol25 dataset describes 2 unconnected molecules or ions with the total composition C24H30N at a distorted geometry. The level of theory is ωB97M-V/def2-TZVPD.

Element x y z (Å)
H 3.125 6.028 0.482
H 2.564 1.513 2.788
H -0.245 3.462 -0.474
C 0.771 3.600 -0.082
H -4.767 1.141 -1.905
H 1.480 -2.847 5.367
C 0.158 0.242 -1.052
H 4.476 3.994 1.066
C -2.770 0.362 -1.849
C 3.425 3.885 0.780
N -2.025 -0.895 -1.609
H -4.231 -2.594 -1.035
C 1.575 -1.637 -1.509
H 3.179 -2.578 5.051
C 2.851 2.602 0.697
H -4.434 -3.032 -2.727
H 2.308 0.350 -0.804
H -5.914 -1.111 -1.975
H 2.293 -3.771 4.126
C 1.845 -1.715 3.597
H -0.018 -2.405 -2.813
C 2.078 0.535 2.704
H 3.170 -0.241 4.403
C -4.888 -0.981 -2.310
C -4.107 -2.233 -2.060
C 2.672 5.029 0.461
H -2.381 -1.979 -3.372
C 0.496 -1.009 1.702
C 1.569 -0.103 -1.471
H -2.369 1.174 -1.216
C 1.447 2.469 0.435
C -4.270 0.216 -1.586
H -4.404 0.123 -0.502
H -0.162 -2.955 -1.135
H 2.259 -2.050 -2.258
H -2.103 -2.977 -1.928
C 0.129 -2.084 -1.760
H -0.487 1.498 0.901
H 1.767 0.293 -2.487
H 1.876 -2.002 -0.528
H -0.219 1.266 -1.184
C -0.678 -0.837 -1.455
H -2.618 0.661 -2.912
C 1.114 0.272 1.685
H -4.909 -0.766 -3.381
C 0.625 1.264 0.716
C 2.225 -2.779 4.573
C -2.596 -2.060 -2.285
H -0.266 -1.224 0.936
H 3.492 1.720 0.868
C 0.867 -1.979 2.626
H 0.412 -2.975 2.566
H 0.813 5.706 -0.453
C 2.422 -0.445 3.635
C 1.371 4.861 -0.048

The calculation puts the energy above the lowest of the compared OMol25 structures with the same formula, charge and spin at 20.16 kcal per mole. For the lowest unoccupied orbital energy, the calculation gives -4.4004 eV. As for the total energy: -26857.268 eV. The molar mass comes out at 332.51 g/mol. Its strongest force on any atom is 0.0397 hartree/bohr. As for the net charge: +1. Its HOMO energy is -11.17 eV.



# 5
This record from the OMol25 dataset describes a gas-phase ion, C11H17N2O2 (charge +1) at a distorted geometry. The level of theory is ωB97M-V/def2-TZVPD.

Element x y z (Å)
C 1.396 0.834 0.382
H -4.928 -1.673 1.142
H 1.761 -1.985 -0.926
H -0.776 3.644 -0.735
H -2.479 -1.768 1.291
H 4.225 -1.450 -0.576
O 0.341 1.657 0.725
H -2.258 2.836 -0.883
O -1.851 0.781 0.432
C 3.395 -1.003 -0.046
H 3.073 -1.552 0.824
H 4.014 1.069 -0.473
C -4.356 -0.757 0.811
H 2.649 1.952 1.771
H 2.564 -0.617 -2.009
C -2.047 -0.342 -0.110
H -1.720 -0.615 -2.185
H -4.910 -0.389 -0.022
H -3.103 -2.149 -0.296
C -0.818 1.614 -0.021
N -0.048 0.081 -1.390
C -1.070 -0.763 -1.221
C 2.545 0.948 1.276
H -0.745 -1.846 -1.098
N -1.294 2.698 -0.702
C 3.729 0.419 0.399
C 1.169 -0.006 -0.610
C 2.215 -0.972 -1.013
H -4.581 0.009 1.496
C -3.005 -1.307 0.420
H 2.375 0.241 2.079
H 4.537 0.411 1.268

The calculation puts the energy above the lowest of the compared OMol25 structures with the same formula, charge and spin at 81.18 kcal per mole. For the lowest unoccupied orbital energy, the calculation gives -4.7300 eV. As for the total energy: -18746.960 eV. The molar mass comes out at 209.27 g/mol. Its strongest force on any atom is 0.1098 hartree/bohr. As for the net charge: +1. Its HOMO energy is -11.37 eV.



# 6
This record from the OMol25 dataset describes a molecular structure, C13H43BCl3CoCrN13O38 at a distorted geometry. The level of theory is ωB97M-V/def2-TZVPD.

Element x y z (Å)
C -0.480 1.661 -5.702
N -3.032 -3.910 -0.415
O 4.618 0.445 2.203
H 0.101 0.010 3.970
C 4.395 -0.062 -0.115
H 0.812 6.819 -0.231
C 1.115 6.879 0.814
H -0.835 -6.476 -4.486
O -1.740 -5.681 1.778
N 3.650 -1.943 3.882
Cl -4.713 -0.834 3.030
O 0.261 -2.788 0.930
H 1.754 3.196 2.982
H 1.646 -2.444 -3.902
N -1.262 3.276 3.642
H -4.636 -5.288 0.035
H 0.345 -0.969 2.510
H 5.009 -3.523 4.243
O 0.242 -2.935 -1.161
H 2.390 3.009 -0.840
H 0.714 -1.663 4.141
C 2.303 -3.360 -0.182
O -4.655 0.296 -2.980
Co 1.311 -0.274 5.248
O -0.720 2.136 -0.077
H 1.319 3.234 -2.351
O 3.066 -1.082 4.533
O -1.769 -3.865 3.206
O -2.436 -4.467 -1.330
Cr -1.328 -1.970 1.799
H -0.870 -1.454 3.536
O -5.011 0.523 3.318
H -4.279 2.813 -2.383
O -1.658 -6.018 4.029
H -1.219 -5.810 -2.948
O -0.380 2.398 3.779
H 2.807 -2.988 -1.074
N 2.939 2.338 4.378
O 3.015 5.902 1.659
N 0.890 -2.986 -0.098
H 2.761 4.460 4.004
H -2.856 3.480 -1.692
N -3.902 -0.605 -2.599
H -2.529 1.726 3.086
H 5.394 -0.369 -0.424
H -1.065 0.823 -5.322
H 1.110 -1.387 -5.053
C 2.316 3.187 -1.913
N 2.584 6.702 0.848
C 2.051 -1.738 -4.627
H -3.124 2.699 4.484
N 4.451 0.910 1.066
H -0.945 2.089 -6.590
C -4.449 -4.285 -0.349
O 0.529 3.591 -5.023
N 2.972 4.416 -2.175
O -0.897 -3.456 -3.835
C -3.566 2.662 -1.573
O 3.955 2.322 5.005
H -4.939 -3.566 0.308
O -4.872 3.780 0.108
C -2.629 2.724 3.513
C -1.374 -5.653 -4.016
H 2.206 -4.434 -0.027
O -4.000 1.917 0.562
Cl -0.256 0.758 -0.268
H 3.731 -0.873 0.185
H 2.793 2.357 -2.435
O 4.324 2.128 0.804
O -0.171 0.411 -1.689
C -2.983 -1.213 -3.589
O -1.273 2.835 -3.959
O 2.131 1.439 4.373
N -4.127 2.872 -0.217
O -5.717 -1.273 2.070
O -1.285 -0.117 0.335
Cl -2.229 -5.217 3.027
H 2.757 -2.170 -5.336
H -3.375 -2.179 -3.906
O 4.161 4.335 -2.146
O 3.343 -2.306 2.756
O -0.879 -4.231 -5.806
C 2.672 3.508 3.480
N 2.627 -0.594 -3.911
O -1.098 4.485 3.632
O 2.279 5.456 -2.298
N -0.928 -4.382 -4.589
H 5.772 -2.008 4.112
H 3.934 0.514 -0.917
H -2.429 -5.763 -4.268
O 3.461 -0.933 -3.034
O -3.628 -5.180 2.969
H -2.964 1.753 -1.564
C 4.870 -2.475 4.509
O 3.279 7.445 0.238
N -0.362 2.816 -4.779
H 2.848 -3.043 0.708
B 0.103 -0.989 3.561
H -4.909 -4.137 -1.327
H 4.733 -2.372 5.585
O -3.410 -1.074 2.508
H 3.504 3.536 2.777
O -3.962 -1.246 -1.567
O -2.548 -3.145 0.313
H -3.127 3.244 2.694
O -4.866 -1.535 4.291
O 1.028 0.567 0.362
H -2.823 -0.480 -4.380
H -2.073 -1.412 -3.023
H 0.884 7.856 1.238
O 2.157 0.493 -4.095
H 0.635 6.072 1.367
H 0.536 1.337 -5.925

For the lowest unoccupied orbital energy (spin up / spin down), the calculation gives -3.4523 / -3.8036 eV. As for the spin multiplicity: 8. As for the total energy: -215581.090 eV. The molar mass comes out at 1217.64 g/mol. Its strongest force on any atom is 0.1169 hartree/bohr. As for the net charge: 0. Its expectation value of S² is 15.763. Its HOMO energy (spin up / spin down) is -8.34 / -8.34 eV.